# C33H38ClNO5

5 unconnected molecules or ions with the total composition C33H38ClNO5 in a non-equilibrium geometry (ωB97M-V with the def2-TZVPD basis set, the Open Molecules 2025 dataset).

The total charge is 0. As for the SMILES: CC(=O)NCCCCOC(=O)OCC(=O)Cl.c1ccccc1.c1ccccc1.c1ccccc1.c1ccccc1. The value obtained for the orbital gap is 9.27 eV. For the total energy, the calculation gives -2171.3138 hartree. The calculation puts the lowest unoccupied orbital energy at -0.1 eV. For the HOMO energy, the calculation gives -9.3586 eV.

Geometry (Å):
C (-0.682, 2.971, -3.538)
C (-0.990, 1.632, -4.345)
O (-1.238, 1.748, -5.580)
N (-1.013, 0.268, -3.792)
C (-1.447, 0.236, -2.356)
C (-0.092, 0.084, -1.472)
C (-0.446, 0.280, 0.075)
C (0.735, -0.214, 1.075)
O (1.744, 0.803, 1.316)
C (2.854, 0.667, 0.471)
O (3.395, -0.390, 0.112)
O (3.461, 1.893, 0.030)
C (2.945, 2.296, -1.251)
C (3.431, 1.360, -2.475)
O (2.707, 1.035, -3.428)
Cl (5.177, 0.778, -2.417)
H (-1.688, 3.474, -3.295)
H (-0.112, 2.825, -2.564)
H (-0.113, 3.732, -4.190)
H (-0.025, -0.052, -3.808)
H (-2.081, 1.135, -2.045)
H (-2.133, -0.684, -2.223)
H (0.333, -0.957, -1.711)
H (0.646, 0.838, -1.900)
H (-0.811, 1.320, 0.361)
H (-1.327, -0.436, 0.295)
H (0.201, -0.373, 2.087)
H (1.136, -1.235, 0.777)
H (1.813, 2.474, -1.256)
H (3.412, 3.329, -1.469)
C (5.794, 2.943, -6.051)
C (6.102, 3.766, -7.130)
C (6.648, 5.027, -6.910)
C (6.881, 5.468, -5.611)
C (6.563, 4.649, -4.532)
C (6.022, 3.386, -4.752)
H (5.375, 1.958, -6.222)
H (5.918, 3.424, -8.143)
H (6.891, 5.667, -7.752)
H (7.308, 6.450, -5.440)
H (6.740, 4.995, -3.519)
H (5.777, 2.746, -3.911)
C (0.197, -2.507, 6.266)
C (0.581, -1.288, 5.714)
C (1.462, -1.259, 4.638)
C (1.963, -2.447, 4.115)
C (1.586, -3.665, 4.672)
C (0.702, -3.695, 5.747)
H (-0.495, -2.530, 7.102)
H (0.194, -0.361, 6.123)
H (1.759, -0.308, 4.205)
H (2.647, -2.424, 3.273)
H (1.980, -4.592, 4.269)
H (0.406, -4.645, 6.180)
C (-4.753, 1.605, -3.314)
C (-5.643, 0.815, -4.033)
C (-6.940, 0.625, -3.566)
C (-7.345, 1.222, -2.376)
C (-6.451, 2.004, -1.651)
C (-5.156, 2.198, -2.121)
H (-3.744, 1.759, -3.683)
H (-5.327, 0.348, -4.960)
H (-7.635, 0.011, -4.129)
H (-8.356, 1.075, -2.012)
H (-6.765, 2.465, -0.720)
H (-4.460, 2.810, -1.557)
C (-2.436, -6.022, 6.300)
C (-2.469, -6.972, 7.317)
C (-3.055, -6.663, 8.540)
C (-3.605, -5.402, 8.749)
C (-3.563, -4.449, 7.736)
C (-2.981, -4.759, 6.511)
H (-1.985, -6.266, 5.344)
H (-2.039, -7.955, 7.155)
H (-3.084, -7.405, 9.331)
H (-4.064, -5.161, 9.702)
H (-3.987, -3.463, 7.901)
H (-2.950, -4.016, 5.721)

# C32H24N7O9PtSb

A molecular structure, C32H24N7O9PtSb in a non-equilibrium geometry (ωB97M-V with the def2-TZVPD basis set, the Open Molecules 2025 dataset).

The total charge is 0. The value obtained for the orbital gap (alpha / beta) is 7.07 / 7.01 eV. For the total energy, the calculation gives -2653.5697 hartree. The calculation puts the relative energy (zero: lowest compared OMol25 entry of this formula, charge and spin) at 0.925 eV. The calculation puts the lowest unoccupied orbital energy (alpha / beta) at -0.7 / -0.9 eV. For the HOMO energy (alpha / beta), the calculation gives -7.7812 / -7.8820 eV.

Geometry (Å):
Pt (0.419, -0.191, 0.761)
C (3.360, 1.719, -0.153)
C (3.655, 0.266, -0.072)
C (4.775, -0.252, -0.719)
C (5.077, -1.596, -0.612)
C (4.269, -2.387, 0.184)
C (3.162, -1.802, 0.770)
N (2.849, -0.526, 0.645)
Sb (1.966, -3.065, 2.047)
C (1.125, -1.520, 3.364)
C (1.260, -1.862, 4.702)
C (0.683, -1.064, 5.673)
C (0.002, 0.059, 5.256)
C (-0.085, 0.364, 3.897)
C (-0.851, 1.575, 3.505)
N (0.470, -0.427, 2.968)
C (0.222, -3.294, 0.794)
C (-0.013, -4.589, 0.367)
C (-1.140, -4.843, -0.390)
C (-1.985, -3.789, -0.664)
C (-1.686, -2.506, -0.206)
C (-2.628, -1.395, -0.499)
N (-0.584, -2.284, 0.521)
H (4.213, 2.275, -0.531)
H (2.521, 1.902, -0.823)
H (3.077, 2.105, 0.823)
H (5.399, 0.410, -1.302)
H (5.925, -2.020, -1.126)
H (4.473, -3.438, 0.339)
H (1.815, -2.751, 4.969)
H (0.758, -1.319, 6.720)
H (-0.486, 0.708, 5.966)
H (-1.020, 2.219, 4.363)
H (-0.314, 2.124, 2.738)
H (-1.814, 1.262, 3.103)
H (0.686, -5.372, 0.622)
H (-1.358, -5.837, -0.750)
H (-2.887, -3.939, -1.234)
H (-3.551, -1.770, -0.937)
H (-2.853, -0.865, 0.425)
H (-2.174, -0.677, -1.184)
O (-4.898, 6.036, -0.234)
N (-3.696, 5.894, -0.340)
O (-2.923, 6.781, -0.644)
C (-3.156, 4.600, -0.067)
C (-3.998, 3.600, 0.406)
C (-3.487, 2.364, 0.731)
C (-2.084, 2.038, 0.599)
O (-1.685, 0.884, 0.831)
C (-1.255, 3.139, 0.157)
C (-1.789, 4.359, -0.209)
N (0.136, 2.946, 0.083)
O (0.817, 3.640, -0.657)
O (0.662, 2.112, 0.865)
N (-4.392, 1.359, 1.188)
O (-3.974, 0.472, 1.913)
O (-5.549, 1.445, 0.825)
H (-5.054, 3.795, 0.536)
H (-1.147, 5.142, -0.582)
O (-0.488, 1.528, -2.050)
C (0.129, 0.513, -2.292)
N (0.628, -0.339, -1.343)
C (1.146, -1.463, -1.905)
O (1.619, -2.409, -1.290)
C (1.010, -1.332, -3.380)
C (1.324, -2.193, -4.408)
C (1.070, -1.766, -5.707)
C (0.529, -0.516, -5.957)
C (0.196, 0.346, -4.915)
C (0.428, -0.088, -3.628)
H (1.746, -3.165, -4.216)
H (1.292, -2.426, -6.532)
H (0.349, -0.217, -6.979)
H (-0.234, 1.316, -5.112)